Molecular formula: C21H18BBrCl4EuF4NO3P
Method: DFT, ωB97M-V/def2-TZVPD

Results
HOMO (spin up / spin down) = 1.45 / -2.05 eV
LUMO level (spin up / spin down) = 4.2612 / 4.2609 eV
ΔE to the lowest compared entry with this formula, charge and spin = 236.9 kJ/mol
<S²> = 15.772
HOMO-LUMO gap (spin up / spin down) = 2.812 / 6.312 eV

The geometry in ORCA input format:
```
! RIJCOSX wB97M-V def2-TZVPD def2/J DEFGRID3
* xyz -2 8
F 1.98471 0.03532 1.78885
C -0.69296 2.61428 -2.03049
C -3.47288 3.40011 1.33071
P -1.24341 -0.16791 -2.17928
H -3.33756 1.07029 -2.10206
C 0.12439 -2.54381 -0.55917
C -1.06987 3.57023 1.29895
C 0.81384 -3.36026 2.58851
C -2.78427 0.55211 -2.88682
F 1.39600 1.40341 3.58840
C 0.15019 3.70731 -1.91276
O 0.22782 1.66653 0.71514
H 3.33752 -5.11184 3.98294
H 0.33968 -1.49761 -3.46078
H -1.76468 2.76475 -1.99091
H -3.40428 -0.27304 -3.24053
Cl -2.45251 5.83215 1.92527
H 0.81753 -4.77395 4.18576
B 1.30416 0.14410 3.06703
C -2.32826 4.15828 1.49005
N 1.44763 -2.62690 1.67060
C 3.49401 -3.69402 2.33893
H 1.64529 0.17845 -2.30701
Cl -5.03843 4.11094 1.53926
C -0.17132 1.32819 -2.16198
F -0.07420 -0.19861 2.75389
Br -1.08237 -3.10752 2.59475
H 4.56594 -3.79483 2.20780
Cl 0.36668 4.52153 1.47016
H -0.33528 -4.18242 -1.84037
C -3.34944 2.04006 1.00761
C -0.56826 -0.95312 -3.72130
O 0.98867 -1.66271 -0.86609
C -0.91975 2.22246 0.96268
H 0.34966 -4.64890 -0.28274
Eu 0.04147 -0.43511 0.53549
H 1.42211 -3.97880 -1.55593
H -0.27030 4.69746 -1.78597
C 1.21891 1.16606 -2.17673
H -0.35283 -0.22866 -4.50926
C 0.42918 -3.92649 -1.09850
C 1.52461 3.53293 -1.90656
H 3.13222 2.12116 -2.03692
H 2.17762 4.38675 -1.77263
C -2.11383 1.41832 0.84685
H -2.56642 1.23300 -3.71162
H 3.28787 -2.21038 0.79147
C 2.80875 -4.42500 3.33119
O -1.99119 0.15101 0.53943
Cl -4.77001 1.07061 0.76383
F 1.80363 -0.81981 3.92052
H -1.30501 -1.67266 -4.08672
C 1.40657 -4.25258 3.44257
C 2.05809 2.26086 -2.04533
C 2.79459 -2.81170 1.54980
*
```

---

Molecular formula: C31H50DyO3P2S
Method: DFT, ωB97M-V/def2-TZVPD

Results
HOMO (spin up / spin down) = -9.54 / -9.54 eV
LUMO level (spin up / spin down) = -4.1707 / -3.9436 eV
<S²> = 9.359
HOMO-LUMO gap (spin up / spin down) = 5.368 / 5.596 eV

The geometry in ORCA input format:
```
! RIJCOSX wB97M-V def2-TZVPD def2/J DEFGRID3
* xyz 1 6
H -2.25139 4.04788 -8.34283
H 1.19429 2.71009 -9.61051
H -1.08394 3.90778 -9.70354
C -2.00793 -2.59867 8.20297
H 0.07786 -2.07410 -1.69925
H 0.25175 -0.51180 -8.35079
H 1.96976 3.87680 0.63970
S -1.83690 -2.28546 3.49782
O -0.94226 -3.33350 3.06547
H -2.16369 1.33755 -8.70123
C -1.23571 1.25038 4.01591
C -2.51781 -3.34653 5.93011
H 0.65737 -1.53586 -4.73808
C -0.38923 3.70383 2.30732
H 2.76463 -1.99588 1.21949
O -3.25202 -2.37588 3.10401
P -0.72048 -0.11057 -6.14866
C 3.61531 0.49798 2.44802
H -0.37315 4.40306 3.15267
H 0.15861 -0.10489 -2.89584
C 2.59529 3.27136 1.29719
H 1.59967 -0.84570 -6.08932
C -1.28345 -1.56312 7.61424
C 1.28482 2.70081 -8.51654
C 0.89892 0.94897 -1.15836
H -1.44993 -1.35716 0.76305
H -0.06082 4.25406 1.41611
H 1.79669 3.61368 -8.18217
H -2.08018 -2.14849 -6.38413
C -0.15298 0.11511 -1.85471
H 3.53727 -1.08094 -0.80483
H 0.50031 -2.23566 -6.38981
H -3.14717 -2.67568 10.06649
H -1.54779 -1.92488 10.20386
C 0.49277 2.56733 2.63264
H -1.44481 3.42735 2.14397
H 0.59589 -2.03518 2.03856
C 2.43045 -1.03719 -0.74913
C -1.18600 4.02089 -8.61535
H 3.66537 -0.58060 2.62689
C -1.18789 -1.42465 6.21257
C -1.07281 1.19342 -8.65839
C 0.67184 -1.73658 0.98178
H -1.36952 1.88817 4.88913
H -0.72331 4.96613 -8.29559
H -1.38602 0.22435 4.35278
C 2.23878 1.02784 2.55857
C -1.81089 -2.30255 5.33674
H -1.59568 -1.48553 -1.48562
C 2.02049 -1.99988 0.40196
C 0.64048 -1.30950 -5.81576
H -0.78825 -0.84913 8.30033
H -2.22296 -1.41338 -4.74750
H 4.28492 0.97306 3.18622
C -2.10658 -2.73003 9.71715
C -2.16788 -1.20621 -5.82581
H -3.03138 -4.08644 5.32378
H 2.00179 -1.51677 3.73806
H -1.48386 -0.91397 -8.30894
H -1.08166 0.70876 -1.97356
H -3.08516 -0.68188 -6.12835
H 3.12995 3.96268 1.96376
C 1.34831 -0.76377 4.18746
H -3.20532 -4.32089 7.78078
H 1.87918 1.83524 -8.19827
H 2.00456 -3.05003 0.04192
C -0.46302 -1.52105 0.23720
H -0.59564 -0.57764 5.88851
H 2.05550 -1.47115 -1.68985
H 3.34846 2.79254 0.67000
H 0.76699 2.06017 -1.22282
C -0.53268 -1.28926 -1.22416
C 0.11862 1.43168 3.46057
C 2.01981 0.40564 -0.61437
H 4.06063 0.67698 1.46354
H 0.37844 -1.25111 4.27617
H -2.07084 1.42111 3.30586
H 2.83389 1.07066 -0.25265
H -0.67598 1.25229 -9.68105
O -1.29633 -0.94969 2.82284
H 1.67879 -0.54943 5.20819
P -0.37292 2.64034 -7.70542
Dy -0.05052 0.54676 1.22364
H -1.69943 -3.68514 10.07275
C -2.62817 -3.49789 7.32373
C 1.20837 0.46492 3.39466
C 1.79294 2.30470 2.07566
C -0.73745 -0.16108 -8.01956
*
```

---

Molecular formula: C46H121N9O14
Method: DFT, ωB97M-V/def2-TZVPD

Results
HOMO = -8.20 eV
LUMO level = 0.6503 eV
ΔE to the lowest compared entry with this formula, charge and spin = 247.2 kJ/mol
SMILES = COC[C@H](C)N.COC[C@H](C)N.COC[C@H](C)N.COC[C@H](C)N.COC[C@H](C)N.COCCNCCOC.COCCNCCOC.COCCNCCOC.COCCNCCOC.CCO
HOMO-LUMO gap = 8.853 eV

The geometry in ORCA input format:
```
! RIJCOSX wB97M-V def2-TZVPD def2/J DEFGRID3
* xyz 0 1
N -8.42283 -3.66013 -5.50416
N 3.01078 -15.41647 -1.60630
H -1.75249 -0.59501 -2.33677
H 0.64950 1.42981 -2.18479
H 0.72072 3.48337 4.37568
H 1.85256 -15.71976 -3.26980
H 1.30745 -14.69585 1.28755
C 8.18788 -6.50668 1.94110
C 9.63801 2.72981 1.23116
H -7.43333 -3.62720 -5.70390
H -10.82500 -3.72545 -6.83425
C 6.78779 8.36851 14.29959
N -6.24575 1.73095 -12.96467
H 7.99314 -6.36372 3.00399
N 7.36628 9.49710 13.61135
H -3.12226 2.28042 14.77250
C -1.49314 11.48209 1.72056
H -5.95596 4.04735 -5.51807
H -6.33799 2.45050 -12.26193
H 7.07222 -2.54055 -0.09040
H -1.46498 -2.78468 -1.48245
H -0.25006 0.62025 -0.20787
H 10.64045 3.05537 1.50907
C 2.09083 -14.55859 0.54218
H -0.19451 -2.82308 -2.65530
H -1.30460 -0.55824 15.76360
H -7.29919 2.72886 -8.45791
H 0.33365 10.45787 1.85235
H 3.47456 7.90969 12.01955
C -2.38439 1.65825 14.26598
C -6.94497 2.13261 -14.19122
O 7.19398 -5.67199 1.31918
H 2.89028 8.17562 13.66091
H 0.99790 2.60065 -0.03497
O -8.37746 -5.62760 -8.58451
C -9.21086 -5.54607 -9.79588
H 4.98403 -2.21543 1.43276
H -0.79481 0.98270 12.57899
C 6.57307 -3.40142 0.35439
C -0.39976 1.18804 -2.01537
H -0.57849 2.43383 4.02541
H 8.53467 5.03756 2.21478
H 9.36892 3.36218 0.38511
O 8.72194 2.87164 2.37831
H -8.90901 4.85261 -16.23353
H -6.23899 6.77133 -9.52134
H -1.80671 3.14535 12.93483
H 0.35690 11.89483 2.92348
C -6.87889 5.06679 -7.88774
H -8.58714 -5.75187 -10.66578
H 2.33696 -12.45778 1.92878
H -8.02485 7.30878 -9.44160
C -0.41492 -2.53137 -1.62845
C -0.53593 2.86869 1.42774
N -7.03498 2.61008 -7.49034
C -2.34041 2.19972 12.83974
H 3.07682 -18.09011 -4.75183
C -7.29140 6.54052 -9.68642
C 7.33934 1.13838 8.31580
H -3.05174 0.66287 -12.14798
O -2.77901 0.27907 14.44266
C 5.74865 -2.97461 1.59741
H 4.69250 -3.44314 -0.52424
H 5.03982 7.24935 14.18714
C -8.36884 -4.40363 -7.84896
H -2.61632 0.31795 16.57827
O -7.59010 5.21565 -9.13128
H 6.78610 3.65204 4.03133
H 7.55813 1.81135 9.14486
H 7.98793 0.26623 8.39816
H 9.65004 1.71847 0.82478
C 7.73600 4.19309 6.48243
H 8.07492 -4.67390 -0.20673
H 3.72190 -17.75623 -6.28132
O 4.61342 9.10327 13.26685
H -9.65373 -4.61917 -10.16033
C -3.98481 1.16341 -11.88927
H 0.59252 12.15760 1.26189
H -6.02654 2.60901 -7.54645
C -4.85532 1.47842 -13.22091
H 3.23783 -14.43256 -1.62810
H -0.92074 1.88593 -2.67083
O -0.13875 -1.16954 -1.42016
C -7.03831 3.91885 -5.50863
H -8.54525 4.05865 -6.98480
H -2.09059 10.80199 2.32768
H -7.01301 1.25113 -14.82877
H 6.30085 0.80766 8.33201
N -0.62478 1.45072 -0.64376
C -0.12634 3.37039 3.69906
H -8.95532 1.83949 -13.49995
H 0.18860 -3.15641 -0.97028
C -8.77302 4.55342 -15.19426
H 5.15944 -3.78169 2.03279
C -0.69900 -0.31931 -2.38439
H -9.62779 5.04747 -14.73232
H 4.04261 -14.49901 -3.88078
C 6.40399 8.98534 15.72977
C -8.32454 2.61392 -13.93639
H -10.04782 -6.23538 -9.90746
C 0.05416 11.50681 1.95091
H 7.52061 7.57185 14.17146
C -3.74372 2.35953 12.02402
H -2.81282 -1.20524 15.81431
H -8.37458 3.36997 -13.15282
H 8.42238 -4.03386 1.41369
H -1.43727 2.16317 -11.63286
C -0.08007 2.76220 -0.03282
H 2.64140 9.47294 12.67549
H 1.94134 -16.55077 -0.25145
C 2.77727 -12.21776 0.96099
O -1.63722 11.20460 0.38812
H 3.02146 -14.88378 1.00723
H -1.47527 1.88790 14.82174
C 3.35550 8.65921 12.80195
H -0.19023 -0.55117 -3.32007
H -7.27775 4.73977 -4.83271
N 8.40573 3.94791 5.25015
H -10.96579 -5.48735 -6.67754
C 1.94113 -15.52149 -0.61017
N -1.45657 1.42196 11.95511
H -8.69108 -2.72578 -5.77825
H 4.81343 -17.92424 -4.90248
H 0.94754 -15.41701 -1.04602
H -0.29140 3.66464 -0.60645
H 3.82891 -12.22198 0.67438
O 3.72815 -16.09575 -5.17191
H 8.57637 2.95784 5.14654
C 3.86219 -17.50478 -5.23004
H -8.56220 -5.66005 -6.06241
C 7.63867 -4.41187 0.75718
C -7.46621 3.90653 -6.95968
C 2.82064 -16.04156 -2.88591
H 6.15513 3.24661 7.65069
H 4.87584 -15.93239 -3.36196
H 2.87420 -17.12257 -2.75693
H -1.93607 0.60073 11.61488
H -7.87573 5.02903 -14.79831
O 2.10473 -13.17858 0.15532
H -0.76758 1.87938 1.82232
H 6.61206 10.13255 13.39350
C -8.88234 -4.67145 -6.39146
C 3.98289 -15.58737 -3.88321
H 8.08615 9.93565 14.16774
H 6.47336 8.14407 16.41937
H -7.66197 6.49394 -10.71043
H -5.85564 5.02632 -8.26113
O 0.27957 3.61056 2.31563
C 5.49777 8.02539 13.57383
H 9.65847 4.37099 3.25859
O -8.81667 3.18632 -15.12919
H -3.60451 3.02590 11.17274
H 7.97079 -7.57414 1.90247
H -2.00294 12.44197 1.80327
H -0.87636 4.15116 3.82546
O 7.54023 1.71826 7.02439
C 6.86112 2.92301 6.88586
H 7.32734 5.36017 4.03666
H -4.76775 0.58713 -13.84222
H 9.22825 -6.21161 1.80447
C 8.63433 4.21292 2.92057
H -4.55052 2.72787 12.65767
C -2.34114 -0.23203 15.67832
H -1.20175 11.91633 -0.08664
H 5.51041 9.58472 15.90400
C 7.64834 4.31859 4.04976
H -4.10837 1.44306 11.56012
H -6.83900 5.92760 -7.22027
C -2.26504 2.80655 -11.33463
H 6.33214 -2.44307 2.34915
H -4.52435 0.52021 -11.19407
H 7.13122 9.69552 16.12332
C -10.43412 -4.60467 -6.32212
H -10.74261 -4.56289 -5.27752
O -3.67126 2.33659 -11.20979
H -7.33223 3.00234 -4.99705
H 2.39197 -11.26425 0.59981
H 5.47694 -4.83443 -0.21897
H 7.18060 5.12846 6.55119
H -4.43879 2.41516 -13.59122
H -8.93507 -3.60942 -8.33551
H 8.38344 4.13977 7.35768
H -2.24149 3.69614 -11.96405
H -1.85292 3.03203 -10.35105
H 6.27543 2.66302 6.00412
N 5.58976 -3.90208 -0.59058
H -6.43310 2.92056 -14.74368
H -1.48309 3.40458 1.48958
H -7.38507 -3.93524 -7.87893
H 5.58224 7.50227 12.62130
*
```

---

Table of calculated total energy (hartree), in record order: -6982.57973, -3402.56201, -3370.72798